Computed, not measured: a cluster of 2 separate species, C2H7ClSi2 in total at a distorted geometry, with ωB97M-V/def2-TZVPD.

Structure (XYZ):
```
12
Properties=species:S:1:pos:R:3
Si 2.820 -1.431 1.322
Si 1.186 -0.511 0.117
Cl 2.096 1.276 -0.576
H 4.055 -1.469 0.591
H 3.018 -0.902 2.722
H 2.505 -2.982 1.517
H -0.081 0.277 0.659
H 0.850 -1.122 -1.271
C -1.191 2.339 -0.879
C -2.197 2.486 -0.238
H -0.284 2.136 -1.371
H -3.073 2.822 0.122
```

SMILES = [SiH3][SiH2]Cl.C#C
Gap between HOMO and LUMO = 10.74 eV
E = -1119.472783 hartree
Net charge = 0

And the Mulliken charges, in e, turn out to be: Si 0.28; Si 0.41; Cl -0.31; H -0.08; H -0.07; H -0.08; H -0.07; H -0.06; C -0.45; C -0.43; H 0.45; H 0.42